[1]
Below is a molecular structure, C9H14F5IrNOS in a non-equilibrium geometry, with properties calculated with ωB97M-V/def2-TZVPD.

Computed properties:
ΔE to the lowest compared entry with this formula, charge and spin = 80.1 kcal/mol
charge = +1

Last column: Löwdin charge in e.
Atoms and positions in Å:
Ir  -0.2720  -0.5254  -0.6943  1.2687
C  -0.2514  -3.1272  -0.2433  -0.0947
C  0.9287  -3.1825  -1.0114  -0.0903
C  0.6757  -2.5810  -2.2579  -0.0683
C  -0.6787  -2.1450  -2.2820  -0.2542
C  -1.2667  -2.4929  -1.0186  -0.2839
H  -0.3875  -3.5619  0.7303  0.1200
H  1.8614  -3.6155  -0.7008  0.1143
H  1.3804  -2.5036  -3.0644  0.1193
H  -1.2263  -1.8586  -3.1665  0.1082
H  -2.3240  -2.5084  -0.8033  0.1069
C  -2.2836  3.4608  0.9603  -0.2109
S  -0.7484  2.4764  0.9870  0.9165
C  -0.6904  2.1772  2.7780  -0.2069
O  -1.2180  1.1502  0.4097  -0.6859
H  -2.0756  4.4470  1.3601  0.0648
H  -3.0581  2.9696  1.5379  0.0672
H  -2.5963  3.5488  -0.0748  0.0575
H  -0.7089  3.1349  3.2859  0.0659
H  0.2369  1.6616  3.0082  0.0469
H  -1.5380  1.5674  3.0714  0.0732
N  0.4030  0.9488  -2.4669  0.0509
H  0.4740  0.5273  -3.3889  0.0684
H  1.3286  1.2841  -2.2172  0.0566
H  -0.2142  1.7514  -2.5345  0.0650
F  1.7463  1.2802  0.5079  -0.0247
C  1.7368  -0.0829  0.2440  -0.3728
F  2.8067  -0.2829  -0.5749  0.0682
C  1.9701  -0.7999  1.5805  -0.5954
F  2.7264  -0.1283  2.4475  0.1796
F  2.4938  -2.0095  1.4034  0.1675
F  0.7691  -0.9801  2.1875  0.1025

[2]
Below is a molecular structure, C9H14FNO10Pt2 in a non-equilibrium geometry, with properties calculated with ωB97M-V/def2-TZVPD.

Computed properties:
expectation value of S² = 6.013
2S+1 = 5
charge = 0
E = -40728.02362 eV

Last column: Löwdin charge in e.
Atoms and positions in Å:
Pt  0.1522  -2.1662  -1.4831  1.3150
Pt  -2.7666  -2.8596  0.0703  1.2377
C  -1.5163  -0.5257  -0.6674  -0.8208
O  -1.7331  -0.8044  0.5580  -0.1000
O  -0.4113  -0.0864  -1.1895  -0.1560
O  -2.0924  -1.4448  -1.4437  -0.2178
C  -1.1239  -4.4269  -1.2593  -0.7885
O  -2.3803  -4.3873  -1.4861  -0.0863
O  -0.1894  -4.2387  -2.1305  -0.1208
O  -0.8023  -3.7688  -0.1477  -0.2489
C  0.9872  -1.6117  3.0080  -0.0477
C  1.1311  -0.1077  2.8880  -0.4461
C  1.7880  0.2462  1.5442  -0.1773
O  3.0215  -0.4252  1.2375  -0.1981
C  3.9940  -0.4344  2.2265  -0.1513
N  -0.1608  0.5554  2.9690  0.0508
H  1.8305  -2.1202  2.5398  0.0765
H  0.1284  -1.9923  2.4394  0.0684
H  0.8265  -1.9352  4.0353  0.0820
H  1.8212  0.2504  3.6567  0.1270
H  2.0008  1.3187  1.4600  0.1288
H  1.1514  -0.0912  0.7256  0.0921
H  4.8333  -1.0598  1.9121  0.0891
H  3.6813  -0.7435  3.2288  0.0797
H  4.5054  0.5369  2.3817  0.0923
H  -0.0952  1.5452  2.7625  0.0727
H  -0.7778  0.1527  2.2710  0.0353
C  -0.8553  2.7433  -3.2147  -0.0716
C  -2.2965  2.2798  -3.0326  -0.2847
O  -3.0583  3.3594  -3.4484  0.1414
C  -2.2628  4.4586  -3.6290  -0.5321
O  -2.6550  5.5297  -3.9310  0.1944
O  -0.9669  4.1312  -3.4272  0.0931
F  -2.5154  2.0901  -1.6716  0.0315
H  -0.2835  2.2021  -3.9703  0.1403
H  -0.3219  2.4913  -2.2946  0.1318
H  -2.5877  1.3390  -3.4877  0.1680

[3]
Below is a molecular structure, C9H14IrNO3S, with properties calculated with ωB97M-V/def2-TZVPD.

Computed properties:
ΔE to the lowest compared entry with this formula, charge and spin = 1.1 kcal/mol
charge = +2

Last column: Löwdin charge in e.
Atoms and positions in Å:
Ir  0.0563  -0.4884  -0.6586  1.2179
C  -1.6113  -0.8129  1.7838  0.0197
O  -0.4516  -1.3835  1.0747  -0.3606
C  -0.4709  -2.8433  0.9186  -0.1019
C  -1.2412  -3.1702  -0.3299  -0.1191
O  -0.6432  -2.3279  -1.3620  -0.3855
C  -1.1621  -2.5700  -2.7120  0.0125
H  -1.7734  -1.4264  2.6658  0.1186
H  -2.4864  -0.8066  1.1363  0.1099
H  -1.3236  0.1940  2.0648  0.1031
H  -0.8859  -3.2869  1.8208  0.1564
H  0.5765  -3.1239  0.8191  0.1509
H  -2.3038  -2.9293  -0.2666  0.1486
H  -1.1168  -4.2179  -0.6036  0.1588
H  -1.0883  -3.6363  -2.9119  0.1152
H  -0.5240  -2.0115  -3.3891  0.1055
H  -2.1923  -2.2243  -2.7591  0.1131
O  -0.3560  1.3882  -0.2862  -0.2761
N  0.6297  2.2722  0.0232  -0.1677
C  0.2516  3.4979  0.4390  0.0383
C  1.2252  4.4296  0.6824  0.0201
C  2.5674  4.0884  0.4948  0.0139
C  2.9103  2.8209  0.0721  -0.0176
C  1.8945  1.9037  -0.1702  -0.5589
S  2.1146  0.2542  -0.7163  0.8113
H  -0.8125  3.6529  0.5395  0.1598
H  0.9364  5.4147  1.0183  0.1386
H  3.3417  4.8183  0.6878  0.1394
H  3.9395  2.5243  -0.0751  0.1359

[4]
Below is 2 unconnected molecules or ions with the total composition C9H14N2O2 in a non-equilibrium geometry, with properties calculated with ωB97M-V/def2-TZVPD.

Computed properties:
ΔE to the lowest compared entry with this formula, charge and spin = 86.5 kcal/mol
charge = 0

Last column: Löwdin charge in e.
Atoms and positions in Å:
C  1.6963  0.9597  1.3021  -0.5410
C  0.6712  1.4590  2.1336  -0.0240
C  -0.0116  0.6857  3.0780  -0.0717
C  0.9362  -1.3696  1.9746  -0.4196
C  -0.4220  -1.2680  -1.9855  -0.1930
C  -1.7602  -0.7960  -1.6074  -0.2414
C  -1.4140  0.4717  -0.8678  -0.2538
C  -0.5230  1.1648  -1.7480  -0.2972
C  0.2737  0.1891  -2.4737  -0.1537
H  2.7646  -0.7455  0.8768  0.2402
H  0.7764  2.4759  2.4932  0.1097
H  -0.4342  1.0213  4.1494  0.1838
H  -0.1876  -1.3950  3.4898  0.1545
H  0.0776  -1.6649  -1.1219  0.0802
H  -0.2367  -1.9507  -2.8255  0.0967
H  -2.3227  -1.5942  -0.9357  0.1359
H  -2.6729  -0.7086  -2.3313  0.1401
H  -0.8148  0.2930  -0.0732  0.0536
H  -2.2884  1.1231  -0.7242  0.1303
H  0.1375  1.9046  -1.3591  0.1031
H  -1.2586  1.7138  -2.4643  0.1475
H  1.3098  0.1123  -2.2626  0.0674
H  0.0745  -0.0310  -3.7763  0.1824
N  1.7485  -0.4334  1.2797  0.1695
N  0.0942  -0.6317  2.8810  0.0824
O  2.6497  1.6195  0.9574  0.0703
O  1.1365  -2.6048  1.9409  0.0477

[5]
Below is a gas-phase ion, C9H14N3 (charge +1) in a non-equilibrium geometry, with properties calculated with ωB97M-V/def2-TZVPD.

Computed properties:
ΔE to the lowest compared entry with this formula, charge and spin = 105.4 kcal/mol
charge = +1

Last column: Löwdin charge in e.
Atoms and positions in Å:
C  0.1897  -0.5325  -2.0762  -0.0811
C  -0.5995  -0.8052  -1.0882  -0.0348
C  -1.7690  -0.3914  2.1425  -0.2818
C  1.5851  -0.0755  -1.9847  -0.3430
C  -0.5134  -1.8623  1.2288  0.0616
C  1.0323  0.4720  0.3151  -0.0146
C  -0.2924  -0.5639  0.4016  -0.3390
C  -2.6267  0.4127  3.0816  0.0382
C  1.5358  1.3665  -2.4755  -0.0353
N  -1.3455  -1.6317  2.1887  0.1518
N  -1.2468  0.2819  1.1119  0.1757
N  2.1102  -0.0563  -0.6347  0.0308
H  -0.2107  -0.5848  -3.0837  0.1362
H  -1.6695  -1.0228  -1.5014  0.1567
H  2.2185  -0.6703  -2.5039  0.1233
H  0.0797  -2.7805  1.1598  0.1446
H  1.3542  0.4160  1.3528  0.0572
H  -2.0487  0.5879  4.0989  0.1553
H  -3.5213  -0.0859  3.3558  0.0797
H  -2.8626  1.3700  2.7278  0.0644
H  1.3064  1.4958  -3.5689  0.1098
H  2.5607  1.9096  -2.2607  0.1307
H  0.7876  1.9159  -1.9456  0.0660
H  -1.4159  1.2219  0.9226  0.1495
H  2.5862  -0.9723  -0.4251  0.2031
H  2.7756  0.5853  -0.5393  0.0948